C37H40Cl2N8O2PdS2Si | ωB97M-V/def2-TZVPD

Cartesian coordinates (Å):
Pd -0.83 -1.60 -0.60
C -5.70 -2.75 1.97
Si -4.36 -3.70 2.87
C -4.13 -5.40 2.14
C -4.79 -3.84 4.69
C -2.74 -2.73 2.75
C -2.11 -2.17 3.86
C -0.95 -1.40 3.74
C -0.41 -1.21 2.49
N -0.99 -1.77 1.42
C -2.11 -2.49 1.52
S -2.60 -2.96 -0.09
H -6.65 -3.28 2.03
H -5.44 -2.62 0.92
H -5.84 -1.76 2.42
H -5.04 -5.99 2.26
H -3.32 -5.93 2.64
H -3.90 -5.35 1.08
H -5.71 -4.41 4.81
H -4.96 -2.86 5.14
H -4.00 -4.34 5.25
H -2.54 -2.32 4.84
H -0.48 -0.96 4.61
H 0.48 -0.63 2.31
C 2.71 -0.58 -4.78
C 1.65 0.44 -5.17
C 1.45 1.49 -4.07
C 0.32 -0.22 -5.57
N -0.51 -0.59 -4.42
C -1.77 -0.20 -4.15
N -2.13 -0.72 -3.01
N -1.07 -1.46 -2.61
N -0.10 -1.38 -3.45
H 3.63 -0.07 -4.49
H 2.94 -1.24 -5.62
H 2.38 -1.17 -3.94
H 1.98 0.95 -6.08
H 1.17 1.03 -3.12
H 0.68 2.22 -4.34
H 2.38 2.03 -3.91
H 0.49 -1.11 -6.17
H -0.29 0.47 -6.14
H -2.35 0.45 -4.77
Cl 4.49 2.30 -0.38
C 5.72 1.88 0.77
C 6.59 2.85 1.21
C 7.57 2.52 2.13
C 7.67 1.23 2.61
C 6.78 0.26 2.16
Cl 6.93 -1.35 2.76
C 5.79 0.56 1.23
N 4.89 -0.43 0.79
C 5.04 -0.98 -0.48
C 6.23 -0.84 -1.19
C 6.40 -1.44 -2.42
C 5.38 -2.20 -2.98
C 4.20 -2.34 -2.28
C 3.99 -1.74 -1.04
C 2.69 -1.98 -0.31
C 1.84 -0.72 -0.07
O 2.06 -0.05 0.94
O 0.93 -0.46 -0.94
H 6.51 3.86 0.83
H 8.26 3.28 2.48
H 8.43 0.95 3.33
H 3.92 -0.30 1.09
H 7.04 -0.27 -0.75
H 7.34 -1.32 -2.95
H 5.51 -2.68 -3.94
H 3.40 -2.94 -2.69
H 2.90 -2.41 0.68
H 2.09 -2.69 -0.88
S -3.16 4.56 2.40
C -2.69 3.17 1.42
C -1.34 2.88 1.32
C -0.94 1.75 0.62
N -1.81 0.94 0.01
C -3.10 1.23 0.11
C -3.60 2.32 0.80
C -4.71 5.04 1.69
C -4.85 5.27 0.33
C -6.09 5.69 -0.14
N -7.15 5.89 0.64
C -6.99 5.67 1.94
C -5.81 5.24 2.51
H -0.60 3.52 1.78
H 0.10 1.49 0.53
H -3.78 0.54 -0.39
H -4.67 2.49 0.85
H -4.02 5.14 -0.35
H -6.23 5.88 -1.20
H -7.87 5.85 2.56
H -5.74 5.05 3.58

Frontier orbital gap in Ha: 0.2768
Relative energy (zero: lowest compared OMol25 entry of this formula, charge and spin) in eV: 0.000
LUMO in eV: 0.06
Molecular weight in Da: 898.33
Total energy in hartree: -4156.68116

Löwdin atomic charge list, values in e, 8 entries: 0.75 -0.18 0.50 -0.18 -0.19 -0.23 -0.07 -0.05